19
Properties=species:S:1:pos:R:3:lowdin_charge:R:1 method="wB97M-V/def2-TZVPD" e_above_lowest_ev=4.0667 lumo_ev=0.32 homo_ev=-8.26 orbital_gap_ev=8.575
C 2.6025 0.6743 0.3043 -0.072
C 1.4873 -0.1589 -0.2938 -0.289
O 0.3772 -0.1408 0.5795 -0.154
C -0.7064 -0.9240 0.0935 -0.476
C -1.7353 -1.0212 1.2405 -0.034
C -1.5792 -0.4090 -0.9863 0.050
C -1.4942 1.0574 -1.1555 -0.147
H 2.9064 0.2731 1.2753 0.078
H 2.2763 1.7088 0.4465 0.077
H 3.4744 0.6740 -0.3584 0.077
H 1.8262 -1.1962 -0.4515 0.122
H 1.2086 0.2408 -1.2827 0.114
H -0.3439 -1.9373 -0.1393 0.141
H -1.9683 -0.0175 1.6032 0.089
H -1.3009 -1.5870 2.0652 0.088
H -2.6587 -1.5060 0.9233 0.081
H -0.9331 1.1506 -2.1034 0.099
H -2.4754 1.4890 -1.3791 0.073
H -0.9634 1.6297 -0.3814 0.081